# 1
204
Properties=species:S:1:pos:R:3 method="wB97M-V/def2-TZVPD" total_charge=0 gap_ev=7.2 relative_energy_kcal_mol=1727.9
C 3.28 -0.79 0.19
C 3.84 -1.30 -1.13
C 5.05 -0.48 -1.46
C 5.79 -1.07 -2.68
C 6.31 -2.46 -2.33
C 5.15 -3.40 -1.85
N 4.21 -2.71 -0.94
O 3.13 -3.45 -0.41
C 4.38 -4.00 -3.06
C 5.77 -4.64 -1.12
C 2.74 -1.10 -2.17
H 3.99 -0.74 1.02
H 2.46 -1.40 0.57
H 2.93 0.24 0.14
H 4.70 0.53 -1.68
H 5.80 -0.44 -0.66
H 6.65 -0.44 -2.91
H 5.16 -1.08 -3.57
H 7.15 -2.41 -1.65
H 6.73 -2.92 -3.23
H 3.65 -4.72 -2.72
H 3.93 -3.24 -3.70
H 5.06 -4.43 -3.79
H 5.02 -5.41 -0.94
H 6.69 -5.04 -1.55
H 6.04 -4.36 -0.10
H 2.36 -0.08 -2.21
H 1.88 -1.68 -1.82
H 3.01 -1.42 -3.18
H 3.35 -3.39 0.52
C -3.64 1.47 -4.72
C -3.12 0.76 -3.41
C -2.75 1.91 -2.43
C -2.67 1.64 -0.96
C -3.86 0.79 -0.53
C -4.16 -0.42 -1.41
N -4.16 -0.08 -2.86
O -4.61 -1.01 -3.73
C -3.10 -1.56 -0.97
C -5.56 -0.90 -1.02
C -1.81 -0.06 -3.72
H -3.76 0.74 -5.52
H -2.85 2.16 -4.99
H -4.58 1.91 -4.40
H -1.81 2.40 -2.67
H -3.60 2.59 -2.45
H -2.51 2.59 -0.45
H -1.74 1.15 -0.70
H -4.64 1.54 -0.40
H -3.67 0.40 0.46
H -3.04 -2.32 -1.75
H -2.14 -1.05 -0.99
H -3.33 -2.06 -0.03
H -5.77 -1.88 -1.45
H -5.68 -1.03 0.06
H -6.28 -0.16 -1.37
H -0.92 0.53 -3.95
H -1.96 -0.78 -4.53
H -1.44 -0.62 -2.86
H -5.47 -0.66 -3.99
C 1.37 0.00 4.65
C 0.81 1.42 4.55
C 1.68 2.36 5.44
C 3.15 2.59 4.89
C 3.05 3.21 3.49
C 2.17 2.41 2.55
N 0.87 1.99 3.19
O -0.08 1.42 2.37
C 1.77 3.41 1.47
C 2.96 1.29 1.94
C -0.66 1.55 5.07
H 0.91 -0.57 5.47
H 2.44 0.04 4.84
H 1.30 -0.56 3.72
H 1.20 3.34 5.52
H 1.73 1.96 6.45
H 3.80 1.71 4.89
H 3.54 3.39 5.53
H 4.08 3.35 3.15
H 2.67 4.23 3.65
H 1.12 4.22 1.80
H 2.60 3.98 1.07
H 1.19 2.97 0.65
H 3.61 1.53 1.09
H 3.45 0.81 2.78
H 2.21 0.59 1.57
H -1.33 0.89 4.52
H -1.03 2.57 5.12
H -0.67 1.18 6.10
H -0.51 2.20 2.00
C -0.57 -3.28 1.94
C -1.01 -1.85 1.69
C -2.33 -1.89 0.87
C -3.64 -2.21 1.67
C -3.71 -1.22 2.87
C -2.40 -1.25 3.79
N -1.27 -1.08 2.95
O -0.06 -0.87 3.63
C -2.53 0.03 4.70
C -2.34 -2.52 4.77
C -0.11 -1.00 0.77
H -0.64 -3.92 1.06
H -1.31 -3.74 2.60
H 0.39 -3.28 2.47
H -2.46 -1.00 0.26
H -2.13 -2.60 0.06
H -3.56 -3.22 2.07
H -4.50 -2.17 0.99
H -4.52 -1.70 3.43
H -4.05 -0.20 2.68
H -3.53 0.15 5.12
H -1.85 -0.06 5.54
H -2.30 0.94 4.15
H -3.15 -2.53 5.51
H -2.49 -3.48 4.27
H -1.46 -2.51 5.41
H -0.04 -1.37 -0.25
H 0.90 -1.06 1.16
H -0.50 0.01 0.84
H 0.27 -0.03 3.29
C -0.97 4.42 -1.18
C -1.71 4.23 0.17
C -3.22 4.59 -0.05
C -4.09 4.14 1.08
C -3.90 2.59 1.30
C -2.49 2.28 1.74
N -1.58 2.85 0.71
O -0.28 2.55 0.99
C -2.19 2.76 3.09
C -2.31 0.75 1.77
C -1.14 5.35 1.10
H -1.31 5.29 -1.74
H -1.19 3.46 -1.63
H 0.11 4.38 -1.04
H -3.37 5.66 -0.20
H -3.55 4.18 -1.01
H -5.11 4.21 0.70
H -3.94 4.80 1.93
H -4.21 2.01 0.43
H -4.57 2.18 2.06
H -2.62 2.11 3.86
H -1.14 2.78 3.35
H -2.39 3.82 3.28
H -1.39 0.47 2.28
H -3.01 0.12 2.33
H -2.29 0.33 0.77
H -1.59 5.36 2.09
H -1.24 6.38 0.77
H -0.08 5.12 1.27
H 0.07 2.13 0.21
C 0.59 -4.12 -4.66
C 0.73 -2.85 -3.75
C -0.64 -2.09 -3.64
C -1.59 -2.78 -2.66
C -0.95 -2.71 -1.29
C 0.37 -3.53 -1.22
N 1.22 -3.14 -2.35
O 2.43 -3.70 -2.33
C 1.00 -3.24 0.18
C -0.01 -5.05 -1.29
C 1.76 -1.88 -4.38
H 0.38 -3.76 -5.67
H -0.24 -4.77 -4.39
H 1.48 -4.72 -4.86
H -0.47 -1.03 -3.41
H -1.18 -2.13 -4.58
H -1.99 -3.75 -2.95
H -2.47 -2.15 -2.58
H -1.63 -3.08 -0.52
H -0.83 -1.64 -1.13
H 0.25 -3.26 0.97
H 1.91 -3.81 0.38
H 1.48 -2.27 0.25
H 0.88 -5.59 -1.60
H -0.45 -5.35 -0.34
H -0.73 -5.17 -2.09
H 2.68 -2.45 -4.52
H 2.03 -0.96 -3.85
H 1.44 -1.64 -5.39
H 3.06 -2.98 -2.24
C 1.46 4.06 -0.87
C 2.24 3.14 -1.74
C 3.27 2.26 -0.98
O 1.28 2.34 -2.30
H 2.04 4.83 -0.36
H 0.97 3.42 -0.13
H 0.69 4.62 -1.40
H 2.66 3.68 -2.59
H 2.85 1.77 -0.10
H 4.02 3.01 -0.70
H 3.75 1.58 -1.67
H 0.78 2.89 -2.90
C 0.52 -0.10 -2.22
C -0.13 0.50 -0.97
C 0.93 0.52 0.15
O -0.45 1.90 -1.11
H 0.77 -1.15 -2.15
H 1.47 0.41 -2.38
H -0.09 0.13 -3.10
H -0.96 -0.08 -0.57
H 1.18 -0.50 0.43
H 0.67 1.04 1.08
H 1.83 1.08 -0.13
H 0.35 2.24 -1.52

=====

# 2
216
Properties=species:S:1:pos:R:3 method="wB97M-V/def2-TZVPD" smiles=CC1(C)CCCC(C)(C)N1O.CC1(C)CCCC(C)(C)N1O.CC1(C)CCCC(C)(C)N1O.CC1(C)CCCC(C)(C)N1O.COCCNCCOC.COCCNCCOC.CC(C)O.CC(C)O.CC(C)O.CC(C)O total_charge=0 gap_ev=8.6 relative_energy_kcal_mol=54.5
C -9.45 -1.28 7.13
C -9.37 0.00 6.24
C -10.72 0.59 6.29
O -8.47 0.93 6.83
H -8.51 -1.83 7.24
H -10.12 -1.98 6.62
H -9.77 -1.05 8.15
H -9.13 -0.15 5.19
H -10.93 1.13 7.21
H -11.56 -0.07 6.09
H -10.81 1.17 5.37
H -8.65 1.77 6.40
C -0.52 -0.91 10.87
C -1.51 -0.68 9.75
C -2.22 -1.91 9.30
O -2.39 0.31 10.25
H 0.45 -1.20 10.47
H -0.87 -1.81 11.38
H -0.43 -0.07 11.57
H -0.99 -0.25 8.89
H -1.48 -2.71 9.37
H -2.52 -1.90 8.26
H -2.97 -2.05 10.08
H -2.78 0.63 9.43
C 0.50 7.95 8.29
C 1.54 8.34 7.12
C 1.01 7.87 5.68
O 1.82 9.73 7.00
H -0.48 8.41 8.14
H 0.95 8.26 9.23
H 0.38 6.87 8.30
H 2.40 7.70 7.33
H 1.65 8.30 4.90
H 0.04 8.36 5.55
H 0.90 6.79 5.61
H 2.38 10.00 7.73
C -1.76 -3.25 -8.88
C -3.14 -2.55 -8.77
C -4.27 -3.07 -9.73
O -3.55 -2.51 -7.44
H -1.75 -4.18 -8.32
H -0.85 -2.68 -8.68
H -1.57 -3.63 -9.89
H -3.00 -1.50 -9.03
H -3.97 -3.09 -10.78
H -5.13 -2.40 -9.63
H -4.49 -4.09 -9.44
H -3.69 -3.33 -6.95
C -7.04 1.91 -14.63
O -6.71 1.93 -13.31
C -6.92 3.25 -12.74
C -6.53 3.31 -11.24
N -6.83 4.61 -10.65
C -6.55 4.58 -9.19
C -6.46 6.01 -8.55
O -5.55 6.87 -9.30
C -4.23 6.54 -9.44
H -6.13 2.25 -15.13
H -7.92 2.50 -14.91
H -7.24 0.91 -15.01
H -7.98 3.48 -12.80
H -6.39 4.04 -13.28
H -5.48 3.02 -11.27
H -7.07 2.46 -10.82
H -6.45 5.44 -11.08
H -5.56 4.20 -8.94
H -7.23 4.02 -8.54
H -5.95 5.99 -7.59
H -7.40 6.52 -8.36
H -3.80 6.12 -8.53
H -3.69 7.40 -9.84
H -4.12 5.89 -10.32
C 6.04 4.19 -11.86
O 5.03 4.60 -10.94
C 4.96 3.82 -9.72
C 3.64 4.26 -8.93
N 3.88 5.36 -7.99
C 2.82 5.57 -7.01
C 2.78 6.90 -6.32
O 2.44 7.90 -7.21
C 2.53 9.17 -6.66
H 5.67 4.37 -12.87
H 6.26 3.13 -11.76
H 6.92 4.76 -11.57
H 5.88 4.00 -9.16
H 4.78 2.76 -9.92
H 3.37 3.39 -8.33
H 2.80 4.47 -9.59
H 4.01 6.20 -8.53
H 2.82 4.70 -6.34
H 1.91 5.43 -7.60
H 3.77 7.06 -5.90
H 1.99 6.75 -5.58
H 2.19 9.85 -7.44
H 3.57 9.40 -6.42
H 1.84 9.27 -5.82
C 0.02 2.95 0.40
C -0.77 1.63 0.44
C -1.39 1.36 1.81
C -2.68 2.20 2.17
C -3.72 2.06 1.08
C -3.22 2.32 -0.35
N -1.92 1.60 -0.53
O -1.32 1.57 -1.85
C -4.19 1.67 -1.43
C -3.24 3.85 -0.54
C 0.23 0.51 0.22
H 0.63 3.01 -0.50
H 0.72 3.08 1.23
H -0.61 3.83 0.38
H -1.44 0.30 2.03
H -0.70 1.77 2.54
H -2.46 3.25 2.35
H -3.10 1.83 3.11
H -4.58 2.70 1.27
H -4.20 1.08 1.14
H -4.02 2.07 -2.43
H -4.00 0.61 -1.55
H -5.26 1.71 -1.19
H -2.73 4.19 -1.44
H -4.23 4.29 -0.45
H -2.76 4.39 0.28
H 0.82 0.62 -0.69
H -0.13 -0.51 0.07
H 1.01 0.43 0.97
H -1.34 0.63 -2.06
C 10.97 1.33 7.50
C 9.77 1.83 6.79
C 9.23 2.99 7.69
C 8.23 3.86 6.93
C 9.08 4.48 5.82
C 9.54 3.47 4.78
N 10.23 2.37 5.50
O 10.63 1.42 4.65
C 8.38 3.03 3.85
C 10.63 4.29 3.90
C 8.69 0.77 6.70
H 11.45 0.50 6.98
H 10.69 0.93 8.48
H 11.76 2.08 7.47
H 8.79 2.64 8.62
H 10.00 3.69 8.02
H 7.87 4.64 7.61
H 7.37 3.29 6.58
H 9.91 5.08 6.20
H 8.52 5.25 5.30
H 7.44 3.00 4.40
H 8.11 3.67 3.01
H 8.54 2.04 3.44
H 11.15 3.63 3.21
H 10.21 5.03 3.22
H 11.40 4.82 4.45
H 8.99 0.08 5.91
H 7.69 1.06 6.37
H 8.48 0.31 7.66
H 11.54 1.72 4.63
C -2.87 -5.43 -2.17
C -4.16 -6.01 -1.51
C -4.46 -5.14 -0.29
C -5.95 -5.26 0.24
C -6.96 -4.92 -0.92
C -6.70 -5.79 -2.20
N -5.20 -5.83 -2.52
O -5.01 -6.61 -3.69
C -7.29 -7.23 -2.04
C -7.47 -5.08 -3.29
C -4.05 -7.50 -1.09
H -2.61 -5.97 -3.08
H -2.07 -5.64 -1.46
H -3.09 -4.38 -2.39
H -3.77 -5.48 0.48
H -4.28 -4.07 -0.45
H -6.06 -4.70 1.16
H -6.20 -6.28 0.51
H -6.85 -3.85 -1.07
H -7.96 -5.12 -0.52
H -8.18 -7.19 -1.41
H -7.33 -7.84 -2.93
H -6.64 -7.80 -1.37
H -7.46 -5.57 -4.27
H -8.51 -4.99 -3.00
H -7.07 -4.08 -3.39
H -4.68 -7.61 -0.21
H -3.01 -7.77 -0.93
H -4.36 -8.30 -1.76
H -5.24 -7.52 -3.48
C 4.80 -7.06 7.03
C 4.51 -7.47 5.54
C 5.54 -6.81 4.62
C 6.89 -7.50 4.70
C 6.77 -8.98 4.37
C 5.70 -9.74 5.20
N 4.43 -8.94 5.25
O 3.42 -9.52 5.94
C 5.51 -10.99 4.38
C 6.22 -10.09 6.61
C 3.18 -6.89 5.01
H 5.84 -7.20 7.32
H 4.16 -7.73 7.61
H 4.58 -6.02 7.27
H 5.26 -6.96 3.57
H 5.66 -5.74 4.76
H 7.26 -7.23 5.69
H 7.60 -7.21 3.92
H 7.74 -9.47 4.43
H 6.53 -9.09 3.31
H 5.09 -10.71 3.41
H 6.43 -11.58 4.33
H 4.72 -11.59 4.83
H 6.89 -10.95 6.66
H 6.76 -9.28 7.11
H 5.42 -10.34 7.31
H 2.92 -7.13 3.98
H 3.13 -5.81 5.07
H 2.31 -7.22 5.58
H 2.69 -9.63 5.32

=====

Lowest unoccupied orbital energy? In order: 0.2; 0.3 eV.